1.
C6H12B2F2NO6Si | wB97M-V/def2-TZVPD

Last column: Löwdin charge in e.
Atoms and positions in Å:
C (2.73130, -1.44473, 1.21055)  -0.0893
B (1.21792, -1.37598, 1.83473)  -0.5010
O (0.85699, -2.05321, 3.05264)  -0.0010
Si (-0.05977, -0.26105, 0.81873)  0.7145
N (-1.74522, -0.67167, 1.27784)  -0.2524
C (-2.70712, 0.45736, 1.07135)  -0.1374
C (-2.20930, -1.91576, 0.68152)  -0.4938
C (-3.25300, -2.75638, 1.56786)  -0.0172
O (-1.89488, -2.35233, -0.43035)  0.0431
H (3.25647, -0.43985, 1.35600)  0.0777
H (2.60702, -1.59440, 0.08362)  0.0653
H (3.33238, -2.30220, 1.66385)  0.0614
H (0.63019, -1.42475, 3.75911)  0.0868
H (0.18892, 1.12553, 1.29083)  -0.0146
H (0.22230, -0.31465, -0.61356)  -0.0229
H (-2.22161, 1.34179, 0.56191)  0.0751
H (-3.06757, 0.78312, 2.10958)  0.0851
H (-3.64638, 0.10153, 0.53343)  0.0928
H (-3.36953, -3.81639, 1.20440)  0.0799
H (-4.20763, -2.15126, 1.56651)  0.0731
H (-2.83231, -2.70074, 2.62929)  0.0833
B (1.38426, 3.71575, -2.75376)  -1.0152
O (2.28510, 3.36785, -3.86939)  0.2176
C (2.50076, 2.05748, -3.81616)  -0.4171
O (3.19745, 1.44801, -4.59052)  0.1256
C (1.76101, 1.48502, -2.67577)  -0.4116
O (1.74276, 0.32303, -2.34797)  0.0992
O (1.10225, 2.45190, -2.04573)  0.2077
F (0.17353, 4.27789, -3.25604)  0.0929
F (2.02373, 4.63908, -1.87451)  0.0924

The calculation puts the LUMO energy at 2.29 eV. As for the charge: -1. Its highest occupied orbital energy is -0.2412 hartree. The calculation puts the gap between HOMO and LUMO at 8.86 eV.

2.
C6H12BNO | wB97M-V/def2-TZVPD

Last column: Löwdin charge in e.
Atoms and positions in Å:
C (3.33166, 0.45005, -0.30435)  -0.1169
O (2.43041, -0.58663, -0.13230)  -0.0532
C (1.18193, -0.22819, 0.08434)  -0.4493
N (0.77905, 0.96834, -0.05808)  0.0577
C (-0.57751, 1.42764, 0.28877)  -0.1114
B (-1.61057, 0.13912, -0.02564)  -0.1864
C (-3.07283, 0.36306, -0.32781)  -0.0323
C (-0.95788, -1.50025, -0.14716)  -0.1075
C (0.34308, -1.37357, 0.67839)  -0.1323
H (3.09109, 1.32901, 0.31382)  0.0826
H (3.36782, 0.85521, -1.33808)  0.0939
H (4.40787, 0.17368, -0.04807)  0.1071
H (-0.88206, 2.31943, -0.35813)  0.1179
H (-0.50619, 1.72028, 1.30539)  0.0834
H (-3.62141, -0.08888, 0.45478)  0.0701
H (-3.25127, -0.13289, -1.26499)  0.0803
H (-3.16859, 1.38827, -0.34732)  0.0322
H (-0.76231, -1.63349, -1.17495)  0.0646
H (-1.76765, -2.32290, 0.10740)  0.1261
H (0.17363, -1.00285, 1.73922)  0.1373
H (1.07175, -2.26443, 0.55476)  0.1363

The calculation puts the LUMO energy at 0.61 eV. Its highest occupied orbital energy is -0.3160 hartree. The calculation puts the gap between HOMO and LUMO at 9.21 eV. The value obtained for the energy above the lowest of the compared OMol25 structures with the same formula, charge and spin is 174.8 kJ/mol.

3.
C6H12BrF5O3SSi | wB97M-V/def2-TZVPD

Last column: Löwdin charge in e.
Atoms and positions in Å:
C (1.81169, -1.78250, 0.85528)  -0.0966
C (0.84642, -0.58278, 0.85730)  -0.3465
C (0.16381, -0.34382, -0.49393)  -0.8664
Br (1.32832, 0.68013, -1.69072)  0.6980
Si (-1.39409, 0.68716, -0.45508)  0.6176
S (-2.85948, -0.06229, 1.05182)  0.5919
O (-4.15626, 0.39803, 0.60760)  -0.3461
O (-2.39596, 0.22478, 2.38902)  -0.3347
C (-2.94890, -1.93894, 0.99667)  -0.5035
F (-3.98595, -2.27002, 1.76172)  0.1397
F (-1.82436, -2.43489, 1.54061)  0.1138
C (-3.12696, -2.57121, -0.41679)  -0.5664
F (-3.76176, -3.73204, -0.32899)  0.1938
F (-1.91814, -2.78825, -0.96924)  0.1493
F (-3.80985, -1.76382, -1.23048)  0.1611
H (1.53520, -2.51865, 0.09040)  0.0745
H (2.83845, -1.46838, 0.64840)  0.0713
H (1.80351, -2.30178, 1.81812)  0.0750
H (1.41507, 0.32203, 1.10390)  0.0998
H (0.09180, -0.70726, 1.64126)  0.0816
H (-0.01069, -1.28492, -1.01590)  0.0378
H (-1.16137, 2.06583, -0.00636)  -0.0059
H (-2.10168, 0.66985, -1.74287)  -0.0132
C (4.12247, 3.97252, -1.47742)  -0.1615
O (3.13184, 3.40972, -0.62588)  -0.1639
H (3.98428, 3.52858, -2.46062)  0.0757
H (4.01202, 5.05628, -1.56642)  0.0757
H (5.13318, 3.74261, -1.13039)  0.0758
H (3.23741, 3.79401, 0.24899)  0.0724

The calculation puts the LUMO energy at 0.44 eV. Its highest occupied orbital energy is -0.3724 hartree. The calculation puts the gap between HOMO and LUMO at 10.57 eV.

4.
C6H12BrFO | wB97M-V/def2-TZVPD

Last column: Löwdin charge in e.
Atoms and positions in Å:
C (0.08341, -3.15976, 0.80634)  -0.1639
C (0.86518, 2.37717, 0.96942)  -0.0591
C (-0.67781, 1.82687, -0.96792)  -0.0259
C (1.14320, -3.13126, -0.19208)  0.0542
C (-0.13814, 1.36412, 0.39188)  -0.3831
C (1.50228, -0.20516, -0.31549)  -0.6592
O (0.42603, 0.06171, 0.35163)  -0.1104
F (1.45487, -0.05847, -1.79975)  -0.1567
Br (3.34965, 0.39851, 0.05457)  0.6620
H (-0.05737, -2.20913, 1.31088)  0.0671
H (-0.76840, -3.56844, 0.43096)  0.0339
H (0.46353, -3.73858, 1.71098)  0.1086
H (0.57121, 3.22727, 1.55846)  0.0742
H (1.33724, 1.68268, 1.80682)  0.1178
H (1.47521, 2.75457, 0.26162)  0.0173
H (-1.43710, 2.49692, -0.84238)  0.0530
H (-1.07127, 0.97313, -1.49946)  0.0902
H (0.07690, 2.28684, -1.52063)  0.0635
H (0.87412, -3.32885, -1.28026)  0.0917
H (2.10831, -2.96480, 0.03708)  -0.0125
H (-1.00566, 1.19807, 0.99814)  0.1373

The calculation puts the LUMO energy (spin up / spin down) at -0.91 / -0.90 eV. Its highest occupied orbital energy (spin up / spin down) is -0.2572 / -0.2573 hartree. The calculation puts the gap between HOMO and LUMO (spin up / spin down) at 6.09 / 6.10 eV. The value obtained for the energy above the lowest of the compared OMol25 structures with the same formula, charge and spin is 428.9 kJ/mol.

5.
C6H12ClNSi | wB97M-V/def2-TZVPD

Last column: Löwdin charge in e.
Atoms and positions in Å:
C (1.72183, 0.17657, 2.71275)  -0.0764
C (1.28099, 0.61342, 1.54102)  -0.2767
Si (1.37421, -0.32118, -0.08786)  0.1237
Cl (2.81486, -1.71441, -0.01584)  0.3867
C (1.93798, 0.93786, -1.33249)  -0.2553
C (1.56930, 0.95369, -2.63153)  -0.0428
N (-0.02158, -1.23148, -0.99348)  -0.1586
C (-1.35517, -0.70218, -0.65027)  -0.3630
C (-1.76216, -0.84042, 0.87188)  -0.0818
H (1.65603, 0.75260, 3.63253)  0.0560
H (2.30205, -0.78692, 2.74380)  0.0528
H (0.79820, 1.59956, 1.63441)  0.0681
H (2.47153, 1.75712, -0.84549)  0.0552
H (1.70642, 1.79118, -3.22092)  0.0170
H (0.79656, 0.35025, -3.11757)  0.0561
H (-0.27245, -2.22242, -0.74668)  0.0786
H (-2.00799, -1.18992, -1.43572)  0.1166
H (-1.39543, 0.29160, -0.97379)  0.0648
H (-1.73956, 0.14082, 1.20032)  0.0280
H (-2.80011, -1.18968, 0.93183)  0.0669
H (-1.03998, -1.58383, 1.30537)  0.0840

The calculation puts the LUMO energy at 0.84 eV. Its highest occupied orbital energy is -0.3372 hartree. The calculation puts the gap between HOMO and LUMO at 10.01 eV. The value obtained for the energy above the lowest of the compared OMol25 structures with the same formula, charge and spin is 149.4 kJ/mol.

6.
C6H12F7N3O4S2 | wB97M-V/def2-TZVPD

Last column: Löwdin charge in e.
Atoms and positions in Å:
C (1.38578, 1.10210, -0.35923)  -0.0105
C (0.19042, 1.12349, 0.80979)  -0.2306
F (-0.03264, -0.27279, 1.25054)  -0.0327
N (0.45862, 2.11351, 1.92144)  0.0302
C (1.30044, 1.58895, 3.06256)  -0.0992
C (1.13846, 2.70792, 4.29495)  -0.2407
N (2.43359, 3.42384, 4.62238)  -0.0519
H (1.94096, 0.04590, -0.35804)  0.1288
H (0.82354, 1.16774, -1.40201)  0.1025
H (2.14659, 1.98643, -0.24357)  0.0877
H (-0.80618, 1.49806, 0.26984)  0.1831
H (0.87251, 2.97615, 1.49867)  0.1901
H (-0.49064, 2.35546, 2.33700)  0.1919
H (1.01323, 0.52172, 3.44710)  0.1590
H (2.44649, 1.58744, 2.78146)  0.1593
H (0.37180, 3.55866, 3.95915)  0.1205
H (0.72604, 2.22418, 5.27777)  0.1330
H (2.12826, 4.28977, 5.15660)  0.0948
H (2.82568, 3.77435, 3.72049)  0.0676
C (-1.37484, -4.81993, -1.62563)  -0.6098
F (-0.81194, -6.05624, -1.49447)  0.1051
F (-2.70125, -5.02856, -1.88262)  0.0957
F (-1.32513, -4.24348, -0.38689)  0.0856
S (-0.57269, -3.79480, -2.90293)  0.5997
O (-0.75206, -4.55085, -4.14497)  -0.2921
O (0.81772, -3.67307, -2.45460)  -0.3100
N (-1.48604, -2.51101, -2.72276)  -0.3009
S (-1.06805, -1.33535, -3.70142)  0.5952
O (-1.33848, -1.54602, -5.12544)  -0.2870
O (0.20457, -0.66976, -3.41145)  -0.3249
C (-2.33835, -0.14037, -3.16867)  -0.6116
F (-2.24321, 0.16329, -1.83895)  0.0696
F (-3.60811, -0.61404, -3.34907)  0.1018
F (-2.27507, 1.04731, -3.83701)  0.1006

The calculation puts the LUMO energy at -1.70 eV. Its highest occupied orbital energy is -0.3195 hartree. The calculation puts the gap between HOMO and LUMO at 6.99 eV.

7.
C6H12GaN4O3S4Sb | wB97M-V/def2-TZVPD

Last column: Löwdin charge in e.
Atoms and positions in Å:
Ga (-0.05616, 2.49560, -0.11297)  -0.3707
S (3.26970, 5.09238, -2.76591)  -0.2499
Sb (2.50970, 4.36285, -0.72210)  0.2357
S (2.04610, 1.98314, -0.86519)  0.0288
S (0.21547, 4.89619, -0.48559)  -0.0595
O (0.39616, 2.22205, 4.08629)  0.0278
C (0.13523, 2.41394, 2.93246)  -0.4779
N (-0.13822, 2.61441, 1.79941)  0.0799
O (-4.27590, 2.76045, -0.81510)  -0.5505
S (-2.92967, 2.98689, -0.30361)  0.7308
N (-1.80430, 2.25023, -0.93827)  -0.3979
C (0.77033, -1.11673, 2.26631)  -0.0367
N (0.30793, -1.75168, 1.03670)  -0.1404
C (-0.34476, -3.03637, 1.23104)  -0.0644
C (-0.06653, -0.90473, 0.01519)  -0.4784
O (-0.19989, 0.29499, 0.23930)  -0.0691
N (-0.24162, -1.44613, -1.22353)  -0.1213
C (0.46998, -2.64343, -1.64791)  -0.0588
C (-0.70306, -0.57559, -2.30009)  -0.0383
H (1.45564, -1.79832, 2.77377)  0.0892
H (-0.05961, -0.87803, 2.93828)  0.0972
H (1.29080, -0.19285, 2.03292)  0.0873
H (-0.98318, -2.99238, 2.11879)  0.0887
H (0.38634, -3.83555, 1.37582)  0.0865
H (-0.97575, -3.28499, 0.38227)  0.0773
H (1.27899, -2.87310, -0.95751)  0.0900
H (0.90335, -2.45738, -2.63117)  0.0868
H (-0.18641, -3.51391, -1.73006)  0.0805
H (-1.25988, 0.26234, -1.89317)  0.0437
H (-1.35629, -1.14572, -2.96390)  0.0899
H (0.14555, -0.18857, -2.87246)  0.0939

The multiplicity is 2. The calculation puts the LUMO energy (spin up / spin down) at 2.42 / 0.68 eV. As for the charge: -1. Its highest occupied orbital energy (spin up / spin down) is -0.1840 / -0.1874 hartree. The calculation puts the gap between HOMO and LUMO (spin up / spin down) at 7.42 / 5.78 eV. The value obtained for the energy above the lowest of the compared OMol25 structures with the same formula, charge and spin is 1.7 kJ/mol.

8.
C6H12I | wB97M-V/def2-TZVPD

Last column: Löwdin charge in e.
Atoms and positions in Å:
C (-1.24607, -0.40346, 0.63612)  -0.2390
C (0.05914, -1.05727, 1.09468)  -0.2276
C (-1.23648, -0.16150, -0.87473)  -0.2276
C (1.26830, -0.21516, 0.68224)  -0.2390
C (-0.02732, 0.68061, -1.28717)  -0.2389
C (1.27788, 0.02680, -0.82861)  -0.2276
H (-1.36108, 0.56828, 1.15377)  0.0380
H (-2.10922, -1.03781, 0.91543)  0.1012
H (0.14259, -2.05705, 0.62679)  0.1024
H (0.04963, -1.19918, 2.19250)  0.1057
H (-2.17370, 0.33801, -1.18708)  0.1057
H (-1.18654, -1.13811, -1.39355)  0.1024
H (2.20551, -0.71470, 0.99456)  0.1012
H (1.21839, 0.76144, 1.20108)  0.0381
H (-0.11078, 1.68041, -0.81932)  0.0384
H (-0.01781, 0.82248, -2.38500)  0.1012
H (2.14104, 0.66112, -1.10794)  0.1056
H (1.39286, -0.94495, -1.34624)  0.1024
I (-0.28632, 3.39001, 1.73242)  -0.6424

The calculation puts the LUMO energy at 3.68 eV. As for the charge: -1. Its highest occupied orbital energy is -0.1281 hartree. The calculation puts the gap between HOMO and LUMO at 7.16 eV. The value obtained for the energy above the lowest of the compared OMol25 structures with the same formula, charge and spin is 0.0 kJ/mol.

9.
C6H12IN3Si | wB97M-V/def2-TZVPD

Last column: Löwdin charge in e.
Atoms and positions in Å:
C (3.37117, 2.17313, 0.21211)  -0.0551
N (2.01377, 1.64642, 0.22507)  -0.2531
N (1.03033, 2.49785, 0.19731)  0.0202
N (-0.08792, 1.82020, 0.11147)  -0.0160
C (0.08155, 0.54660, -0.04127)  -0.3388
Si (-1.28229, -0.67453, -0.02895)  0.5050
C (-1.22023, -1.63298, 1.65031)  -0.1624
C (-0.91081, -1.92340, -1.42293)  -0.2024
C (-2.84810, 0.18783, -0.47147)  -0.1797
C (1.59246, 0.39614, 0.05129)  -0.6993
I (2.93862, -1.10304, -0.37497)  0.9175
H (4.01939, 1.87524, -0.62257)  0.0779
H (3.26297, 3.20862, 0.16179)  0.0594
H (3.93364, 2.08425, 1.15054)  0.0979
H (-2.22967, -2.07109, 1.72225)  0.0223
H (-0.65676, -2.55944, 1.50743)  0.0199
H (-0.89833, -1.20272, 2.60257)  0.0286
H (-0.94326, -1.39860, -2.44980)  0.0667
H (-0.00456, -2.54457, -1.25292)  0.0077
H (-1.66190, -2.65632, -1.45638)  -0.0105
H (-3.78519, -0.29465, -0.04399)  0.0599
H (-2.55516, 1.07675, 0.03149)  -0.0094
H (-3.15973, 0.54834, -1.45836)  0.0436

The calculation puts the LUMO energy at 0.26 eV. Its highest occupied orbital energy is -0.3232 hartree. The calculation puts the gap between HOMO and LUMO at 9.05 eV. The value obtained for the energy above the lowest of the compared OMol25 structures with the same formula, charge and spin is 0.0 kJ/mol.

10.
C6H12N | wB97M-V/def2-TZVPD

Last column: Löwdin charge in e.
Atoms and positions in Å:
C (1.54594, 0.90802, -0.88731)  0.0429
C (2.40242, 0.42112, -0.17846)  -0.1623
C (-2.04652, -1.83021, -0.29090)  0.0966
C (-1.33536, -0.92962, 0.33742)  -0.1918
C (3.25056, -0.27806, 0.75406)  -0.0758
C (-1.30802, 1.56870, 0.54732)  0.0509
N (-0.99744, 0.28081, -0.24872)  -0.0663
H (1.00402, 1.57790, -1.62450)  0.1156
H (-2.32594, -2.73002, 0.18430)  0.0721
H (-2.61519, -1.65304, -1.18918)  0.0846
H (-0.69273, -1.25713, 1.13967)  0.1339
H (3.62760, -1.22793, 0.25564)  0.1189
H (2.52794, -0.35250, 1.65546)  0.1217
H (4.07492, 0.46866, 1.00602)  0.1194
H (-0.48084, 1.53833, 1.26901)  0.1092
H (-1.31726, 2.28870, -0.24728)  0.0957
H (-2.28193, 1.40204, 0.99280)  0.1034
H (0.09374, 0.43530, -0.39832)  0.0586
H (-1.55392, 0.32363, -1.11447)  0.1726

The calculation puts the LUMO energy at -2.96 eV. As for the charge: +1. Its highest occupied orbital energy is -0.5215 hartree. The calculation puts the gap between HOMO and LUMO at 11.23 eV. The value obtained for the energy above the lowest of the compared OMol25 structures with the same formula, charge and spin is 364.9 kJ/mol.

11.
C6H12N | wB97M-V/def2-TZVPD

Last column: Löwdin charge in e.
Atoms and positions in Å:
C (-2.46882, 0.09701, -0.83945)  0.0591
C (-2.30369, 0.96511, 0.13984)  0.0546
C (-1.11946, 0.58851, -0.57970)  -0.0900
C (1.90359, 1.42270, 0.14590)  -0.0515
C (-0.18293, -1.91920, 0.30379)  0.0120
C (1.49720, -0.13762, -0.04361)  -0.1891
N (0.08402, -0.39774, 0.47960)  -0.0773
H (-3.18614, -0.64401, -1.27337)  0.1475
H (-2.49581, 1.70493, 0.93582)  0.1417
H (-0.42899, 1.00886, -1.33711)  0.1357
H (1.94206, 1.61527, 1.30204)  0.1159
H (2.78769, 1.62718, -0.47414)  0.0788
H (1.12025, 2.06815, -0.28837)  0.0502
H (0.32997, -2.60529, 1.01212)  0.1130
H (-1.26077, -2.00502, 0.49813)  0.0891
H (0.12877, -2.04072, -0.69789)  0.0742
H (2.28336, -0.81069, 0.42175)  0.1404
H (1.39199, -0.48539, -1.06299)  0.1001
H (-0.02228, -0.05203, 1.35764)  0.0955

The calculation puts the LUMO energy at -3.19 eV. As for the charge: +1. Its highest occupied orbital energy is -0.5439 hartree. The calculation puts the gap between HOMO and LUMO at 11.61 eV. The value obtained for the energy above the lowest of the compared OMol25 structures with the same formula, charge and spin is 376.9 kJ/mol.